Arrangement one

{
  "formula": "C3H6NS",
  "method": "the ωB97M-V functional and the def2-TZVPD basis",
  "total_charge": 1,
  "orbital_gap_ev": [7.58, 7.57],
  "symbols": ["C", "C", "C", "N", "S", "H", "H", "H", "H", "H", "H"],
  "xyz": [[-1.4136, -0.0280, 0.1058], [0.5179, 1.2232, 0.1432], [-0.2342, -0.9903, 0.2797], [0.8137, -0.1281, -0.3524], [-2.9787, 0.1152, -0.0648], [0.7182, 1.9198, -0.5488], [0.8225, 1.3793, 1.1495], [-0.0238, -1.2735, 1.2832], [-0.5481, -1.8321, -0.4147], [0.5082, -0.1496, -1.3796], [1.8180, -0.2360, -0.2011]]
}



Arrangement two

{
  "formula": "C3H6NS",
  "method": "the ωB97M-V functional and the def2-TZVPD basis",
  "total_charge": 1,
  "orbital_gap_ev": [6.84, 6.84],
  "symbols": ["C", "C", "C", "N", "S", "H", "H", "H", "H", "H", "H"],
  "xyz": [[0.1170, -1.0999, 0.2745], [-0.7488, -1.8524, -0.3469], [-0.2519, 0.3027, 0.4390], [0.6765, 1.3282, -0.3403], [-2.0261, 0.5604, 0.0247], [0.9838, -1.4553, 0.6892], [-1.2554, -2.6094, -0.7826], [-0.0268, 0.5626, 1.4146], [1.5462, 1.4033, 0.2234], [0.0473, 2.0854, -0.4745], [0.9382, 0.7744, -1.1211]]
}



Taking the most stable structure as the zero point, the relative energies in kJ/mol are arrangement one 0.0; arrangement two 54.2.



Arrangement one

{
  "formula": "C3H6NS",
  "method": "the ωB97M-V functional and the def2-TZVPD basis",
  "total_charge": 1,
  "orbital_gap_ev": 8.46,
  "symbols": ["C", "C", "C", "N", "S", "H", "H", "H", "H", "H", "H"],
  "xyz": [[1.3258, 0.5866, -0.7513], [-1.8642, -1.1136, 0.3469], [0.1573, 0.8027, 0.1072], [0.9622, -0.2919, 0.3452], [-1.6083, 0.2893, -0.4073], [0.9499, 0.3263, -1.7830], [2.1871, 1.2145, -0.6904], [-1.1575, -1.6561, 0.9586], [-2.7463, -1.7020, 0.1376], [0.2144, 1.8079, 0.6027], [1.5796, -0.2637, 1.1340]]
}



Arrangement two

{
  "formula": "C3H6NS",
  "method": "the ωB97M-V functional and the def2-TZVPD basis",
  "total_charge": 1,
  "orbital_gap_ev": [6.62, 6.98],
  "symbols": ["C", "C", "C", "N", "S", "H", "H", "H", "H", "H", "H"],
  "xyz": [[-2.2815, -1.1769, 0.2084], [-2.3510, -0.3596, -0.8900], [-2.0626, -0.1927, 1.2470], [0.7430, 0.7466, -0.7128], [-2.1510, 1.1780, 0.2226], [-2.2471, -2.2080, 0.3735], [-2.3775, -0.4233, -1.9964], [-1.7195, -0.0451, 2.2763], [0.6360, 0.4364, -1.6966], [1.6938, 0.4536, -0.4468], [0.7623, 1.7594, -0.5724]]
}



Taking the most stable structure as the zero point, the relative energies in kJ/mol are arrangement one 0.0; arrangement two 73.4.



Arrangement one

{
  "formula": "CH7IN3",
  "method": "the ωB97M-V functional and the def2-TZVPD basis",
  "total_charge": 1,
  "orbital_gap_ev": 9.68,
  "symbols": ["C", "N", "N", "N", "I", "H", "H", "H", "H", "H", "H", "H"],
  "xyz": [[0.5795, 0.1318, 0.7659], [-0.3316, -0.4193, -1.2984], [0.9357, 0.0011, -0.6192], [-0.7563, 0.9456, 0.6262], [0.0508, -1.8033, 1.8723], [1.5574, 0.5693, 1.6101], [-0.3563, -1.4967, -1.2713], [-0.1867, -0.2271, -2.2206], [1.6565, -0.7301, -0.7714], [-0.6575, 2.0067, 0.6678], [-1.0081, 0.5726, -0.5132], [-1.4834, 0.4495, 1.1517]]
}



Arrangement two

{
  "formula": "CH7IN3",
  "method": "the ωB97M-V functional and the def2-TZVPD basis",
  "total_charge": 1,
  "orbital_gap_ev": 9.13,
  "symbols": ["C", "N", "N", "N", "I", "H", "H", "H", "H", "H", "H", "H"],
  "xyz": [[-0.7116, 0.2972, 0.7270], [-0.1079, 1.1869, -0.2984], [0.0134, -0.8189, 0.7576], [0.5419, -1.0303, -0.5648], [-2.9754, -0.0612, -0.0583], [-0.8070, 1.0452, 1.7712], [0.2374, 2.2064, -0.1037], [0.5972, 0.3030, -0.6924], [-0.0977, -1.6185, 1.3800], [0.0331, -1.7068, -1.1785], [-0.7413, 1.3098, -1.0776], [1.3907, -1.5167, -0.3019]]
}



Taking the most stable structure as the zero point, the relative energies in kJ/mol are arrangement one 5.3; arrangement two 0.0.



Arrangement one

{
  "formula": "C5H8O4",
  "method": "the ωB97M-V functional and the def2-TZVPD basis",
  "orbital_gap_ev": [8.23, 8.35],
  "smiles": "COC(=O)O.C=C1CO1",
  "symbols": ["C", "O", "C", "O", "O", "H", "H", "H", "H", "C", "C", "C", "O", "H", "H", "H", "H"],
  "xyz": [[-1.3203, 1.6574, -0.7759], [-0.1798, 0.9830, -1.3158], [1.0812, 1.2766, -0.8366], [2.0747, 1.3653, -1.5194], [1.0490, 1.5797, 0.4765], [-1.1726, 2.6182, -0.2801], [-1.9842, 1.8596, -1.6202], [-1.7868, 0.9832, -0.0570], [1.9929, 1.5778, 0.7200], [-0.5759, -0.9764, 1.5914], [-0.3235, -1.4089, 0.3661], [0.4461, -2.5099, -0.2000], [1.1046, -1.2808, -0.2081], [-1.4118, -0.3475, 1.8676], [0.0814, -1.2300, 2.4178], [0.8493, -3.2286, 0.5089], [0.0758, -2.9186, -1.1353]]
}



Arrangement two

{
  "formula": "C5H8O4",
  "method": "the ωB97M-V functional and the def2-TZVPD basis",
  "orbital_gap_ev": 8.24,
  "symbols": ["C", "C", "C", "C", "C", "O", "O", "O", "O", "H", "H", "H", "H", "H", "H", "H", "H"],
  "xyz": [[0.7759, 0.1721, 0.3267], [-1.1033, 0.4983, 0.3761], [0.0099, -2.0898, -1.0474], [-0.2237, 1.6280, 0.3605], [-0.0836, -1.4938, 0.3282], [-0.1833, 2.3635, 1.5211], [1.5220, 0.2283, -0.7008], [0.1072, 2.2887, -0.7656], [-0.3021, -2.0857, 1.3369], [0.4783, 3.0595, 1.4096], [0.8958, 1.6645, -1.1644], [1.1130, 0.0211, 1.3541], [-1.6230, 0.2582, -0.5413], [-1.5551, 0.2282, 1.3213], [0.9961, -2.5448, -1.1529], [-0.7488, -2.8663, -1.1422], [-0.0751, -1.3301, -1.8199]]
}



Taking the most stable structure as the zero point, the relative energies in kJ/mol are arrangement one 167.4; arrangement two 0.0.